Record 1
Density functional theory data (ωB97M-V/def2-TZVPD) for a structure of composition C8H9O6PSm in a non-equilibrium geometry.

Computed properties:
Multiplicity ... 6
Expectation value of S² ... 8.7571
Orbital gap (spin up / spin down) ... 8.497 / 8.864 eV
ΔE to the lowest compared entry with this formula, charge and spin ... 5.05 kcal per mole
Charge ... +3

Each line ends with the Mulliken spin population.
CARTESIAN COORDINATES (ANGSTROEM)
Sm: 0.23 0.40 -0.06  5.04
P: 0.37 1.59 3.24  0.00
O: -3.28 -0.57 0.45  0.00
O: 0.29 -2.96 1.45  0.00
O: 3.81 0.03 -1.01  0.00
O: 0.59 1.59 1.69  -0.01
O: -0.44 -2.12 -2.72  0.00
O: -0.82 3.03 -2.46  0.00
C: -0.22 -1.32 -1.93  -0.01
C: 1.19 0.13 3.87  0.00
C: -2.19 -0.28 0.22  -0.01
C: 1.05 3.14 3.84  0.00
C: -1.41 1.42 3.49  0.00
C: 0.31 -1.90 0.98  -0.01
C: 2.68 0.11 -0.78  0.00
C: -0.48 2.18 -1.75  -0.01
H: 1.84 2.92 4.56  0.00
H: -1.93 2.37 3.25  0.00
H: 2.28 0.26 3.84  0.00
H: 0.94 -0.76 3.28  0.00
H: 0.92 -0.09 4.91  0.00
H: 1.47 3.79 3.06  0.00
H: -1.83 0.63 2.83  0.00
H: 0.26 3.70 4.36  0.00
H: -1.67 1.15 4.52  0.00



Record 2
Density functional theory data (ωB97M-V/def2-TZVPD) for a structure of composition C91H186AsF9N9O8 in a non-equilibrium geometry.

Computed properties:
Multiplicity ... 1
Orbital gap ... 5.357 eV
ΔE to the lowest compared entry with this formula, charge and spin ... 0.00 kcal per mole
Charge ... +7

Each line ends with the Löwdin charge.
CARTESIAN COORDINATES (ANGSTROEM)
As: -0.75 5.99 5.31  0.85
F: -1.76 6.22 6.63  -0.18
F: -1.96 6.57 4.17  -0.26
F: -0.76 -0.52 -1.80  0.14
F: -1.33 4.30 5.20  -0.29
F: 0.37 5.73 3.86  -0.32
F: 0.01 -2.40 -1.12  0.00
F: -0.09 7.63 5.39  -0.25
F: 1.36 -0.67 -1.22  0.06
F: 0.55 5.41 6.36  -0.26
O: 3.04 4.67 7.44  0.23
O: -3.26 2.45 2.19  0.22
O: -1.67 -0.78 0.91  -0.16
O: 6.06 3.36 -3.21  0.22
O: -5.41 -5.03 -1.36  0.19
O: -0.03 0.92 0.54  -0.16
O: 5.25 -2.54 4.76  0.27
O: -2.89 -6.03 6.18  0.20
N: -4.72 -4.56 -2.37  0.09
N: 2.69 -5.49 -2.62  -0.20
N: 3.31 4.76 6.28  0.05
N: -2.51 -6.02 4.92  0.10
N: 4.27 -2.78 4.16  0.00
N: -1.39 8.74 0.93  -0.22
N: 4.83 3.51 -2.97  0.09
N: -1.11 -0.81 -7.88  -0.21
N: -3.88 1.48 2.14  0.05
C: -1.55 -5.81 2.28  -0.18
C: -3.59 -3.54 -2.00  -0.44
C: -0.93 -6.78 3.27  -0.12
C: 2.33 -4.36 3.95  -0.14
C: -2.77 8.74 1.55  -0.11
C: -1.88 -2.14 -7.83  -0.14
C: 4.62 -6.78 -1.28  -0.17
C: -0.72 -0.45 -9.32  -0.09
C: -0.36 9.70 1.63  -0.08
C: 2.15 -2.24 5.30  0.03
C: -1.72 0.05 -5.68  -0.10
C: 4.23 1.63 -1.56  -0.01
C: -5.21 9.41 3.47  -0.09
C: 0.03 1.67 1.74  -0.27
C: -1.46 9.02 -0.56  -0.09
C: -3.99 -2.17 -2.61  0.03
C: 4.77 5.10 -1.12  0.01
C: 3.89 5.04 3.45  -0.15
C: 0.20 -8.02 -0.87  -0.07
C: 3.66 -4.08 -4.46  -0.12
C: -3.60 -5.32 -4.46  -0.09
C: -0.49 -0.96 -5.48  -0.13
C: -3.46 10.09 1.63  -0.17
C: -4.73 1.19 0.70  -0.37
C: -2.66 -3.52 5.11  -0.01
C: 1.97 -4.14 -2.64  -0.11
C: -4.34 -0.90 2.96  -0.11
C: -5.26 1.25 4.16  0.03
C: 2.85 3.97 3.92  -0.10
C: 4.18 -2.34 2.68  -0.37
C: -4.10 0.57 3.43  -0.43
C: 3.70 6.27 4.29  -0.16
C: 3.07 -3.43 4.91  -0.42
C: 4.21 1.31 -4.01  -0.02
C: -4.99 -0.28 0.61  -0.18
C: 2.01 -1.57 -11.97  -0.07
C: 5.65 -6.52 -0.17  -0.25
C: 1.71 -6.64 -2.44  -0.10
C: 4.00 6.14 5.74  -0.40
C: -2.83 -4.68 4.16  -0.42
C: 0.06 -0.99 -0.91  -0.46
C: -3.82 1.64 -0.44  -0.01
C: 3.13 3.48 5.39  -0.45
C: 2.39 2.68 -3.03  -0.11
C: 6.50 -7.81 0.11  -0.07
C: 3.92 2.25 -2.89  -0.46
C: -1.91 7.74 -1.21  -0.17
C: -3.92 -3.51 -8.23  -0.08
C: 3.82 -5.47 -1.61  -0.11
C: 5.01 5.94 -3.57  0.00
C: 3.64 -4.29 6.05  0.01
C: 5.51 5.92 6.01  0.02
C: -5.82 -4.04 -4.45  0.02
C: -3.12 -8.15 3.80  0.05
C: -5.70 -6.45 -3.70  0.00
C: 1.98 -3.67 2.64  -0.18
C: -0.05 3.18 1.47  -0.04
C: 5.56 -2.43 2.07  -0.02
C: 0.30 -1.37 -10.02  -0.19
C: 4.35 2.69 5.68  -0.01
C: 0.76 -0.77 -11.39  -0.21
C: -1.78 -4.51 3.03  -0.12
C: -3.14 -2.25 -8.59  -0.22
C: -4.95 -5.11 -3.73  -0.45
C: -0.19 9.52 3.14  -0.21
C: 2.91 -3.21 -3.41  -0.15
C: 1.92 2.71 5.86  -0.02
C: -2.37 -4.07 -2.74  -0.13
C: -3.41 -3.46 -0.54  -0.02
C: 3.22 -5.49 -4.08  -0.07
C: 4.34 4.99 -2.60  -0.42
C: -4.26 -4.79 3.62  0.03
C: -5.48 -0.90 1.89  -0.15
C: -6.00 2.11 0.87  0.03
C: -1.63 6.62 -0.26  -0.15
C: -4.92 10.01 2.09  -0.24
C: 0.90 10.47 3.65  -0.08
C: -1.90 -7.32 4.37  -0.42
C: 1.10 -6.80 -1.01  -0.23
C: -1.84 0.28 -7.19  -0.11
C: -1.13 -8.12 5.43  0.01
C: -0.40 -0.48 0.74  -0.42
C: 3.57 -0.85 2.70  0.04
C: 2.08 3.91 -2.22  -0.18
C: -0.87 7.33 0.89  -0.10
C: 3.26 -3.39 1.86  -0.09
C: 2.83 5.10 -2.79  -0.12
C: -2.61 -4.14 -4.24  -0.17
C: 0.05 -0.99 -6.89  -0.12
C: 3.34 7.24 6.55  0.00
C: -2.81 0.56 4.20  -0.01
H: 7.15 -7.58 0.92  0.07
H: -0.72 10.70 1.33  0.14
H: -0.81 -1.99 -5.23  0.09
H: 0.63 -5.84 -0.74  0.09
H: 5.40 -2.26 1.01  0.10
H: -2.54 6.14 0.06  0.11
H: 0.53 9.57 1.00  0.12
H: -3.35 -1.25 2.63  0.09
H: 4.12 4.48 -0.48  0.07
H: -0.92 -5.76 1.41  0.10
H: -1.87 -8.50 6.15  0.11
H: 2.80 -1.50 5.78  0.11
H: -2.89 1.05 -0.28  0.07
H: -0.91 5.92 -0.71  0.10
H: 5.20 3.25 5.25  0.09
H: 0.19 7.38 0.60  0.13
H: 4.58 -4.75 -1.94  0.14
H: 2.33 -7.52 -2.63  0.14
H: -3.06 -1.60 -2.38  0.11
H: -5.82 -0.32 -0.15  0.15
H: 3.85 -0.49 1.72  0.08
H: -1.72 -4.47 -4.81  0.12
H: -4.33 -5.45 2.76  0.08
H: 1.74 -2.60 -12.21  0.08
H: -4.23 -2.94 -0.05  0.09
H: 1.70 -1.90 4.35  0.06
H: -0.10 -0.85 -12.06  0.11
H: 1.64 -3.85 -1.63  0.11
H: 6.30 -5.66 -0.33  0.11
H: -4.48 -3.76 3.27  0.09
H: -2.82 -2.60 4.53  0.08
H: 2.90 -5.27 3.79  0.14
H: -2.53 -2.84 -0.44  0.08
H: -3.80 -1.41 -8.36  0.12
H: -4.28 -3.53 -7.19  0.05
H: 4.44 6.98 3.90  0.15
H: -2.93 -3.15 -4.61  0.09
H: 3.32 -3.92 -5.49  0.12
H: -5.12 2.34 4.27  0.12
H: -4.28 -2.18 -3.66  0.06
H: 2.26 7.19 6.52  0.07
H: 4.72 -3.80 -4.44  0.13
H: -0.32 0.57 -9.28  0.14
H: 3.99 2.28 -0.72  0.08
H: -4.79 -1.71 -2.03  0.10
H: -0.01 -6.41 3.73  0.11
H: -0.59 -7.72 2.80  0.13
H: -2.97 7.78 -1.41  0.12
H: -2.09 -2.33 -6.77  0.10
H: 3.63 0.43 -3.76  0.09
H: 3.98 -7.62 -0.93  0.12
H: 0.01 8.50 3.44  0.07
H: -0.86 6.96 1.93  0.11
H: 4.00 -6.21 -4.27  0.14
H: 0.70 -8.97 -1.08  0.11
H: 2.03 2.35 6.89  0.11
H: 4.49 2.61 6.77  0.12
H: 3.66 7.31 7.59  0.11
H: 3.75 5.26 2.38  0.11
H: 5.84 4.84 -1.04  0.11
H: -2.02 0.09 3.65  0.07
H: 5.92 6.94 5.93  0.12
H: 1.79 4.17 3.90  0.08
H: 2.30 -5.70 -4.66  0.14
H: 1.86 1.86 5.18  0.09
H: -2.51 -6.16 1.88  0.10
H: -4.41 8.71 3.73  0.05
H: 3.01 -2.89 0.91  0.12
H: 1.74 1.86 -2.69  0.13
H: -6.17 8.88 3.55  0.08
H: -1.70 -3.50 5.59  0.09
H: -3.12 -6.28 -4.22  0.14
H: -3.56 10.53 0.63  0.11
H: 2.27 2.82 -4.11  0.13
H: -2.82 0.35 -7.62  0.13
H: -5.25 -3.25 -4.95  0.07
H: 5.06 -7.00 -2.25  0.12
H: -3.36 8.03 0.99  0.13
H: -2.56 8.29 2.51  0.11
H: 5.25 1.02 -3.87  0.10
H: -0.76 1.31 2.43  0.09
H: 0.60 -1.91 -7.04  0.13
H: -5.19 10.13 4.30  0.09
H: -6.40 -4.61 -5.19  0.12
H: 4.56 6.92 -3.51  0.11
H: -0.96 3.36 0.89  0.07
H: 3.55 8.19 6.10  0.11
H: -1.28 1.18 -7.50  0.14
H: 2.26 -2.52 -3.98  0.11
H: -1.67 -3.29 -2.46  0.10
H: 2.33 -1.12 -12.91  0.09
H: -5.68 3.13 1.13  0.11
H: -0.72 -7.86 -1.44  0.07
H: -3.56 2.72 -0.48  0.10
H: -6.69 1.56 1.53  0.08
H: 0.12 -0.54 -4.69  0.10
H: -5.09 -7.22 -3.21  0.10
H: 7.07 -8.22 -0.71  0.08
H: -3.13 -0.01 5.07  0.11
H: 1.37 -2.78 2.70  0.08
H: 6.03 5.22 5.36  0.08
H: 5.76 -8.53 0.50  0.09
H: 4.12 -0.31 3.49  0.09
H: -0.16 -8.02 0.15  0.06
H: 0.83 3.53 0.95  0.06
H: 1.05 -4.20 -3.23  0.12
H: -2.80 -9.20 3.91  0.11
H: 1.29 -4.36 2.16  0.10
H: -1.15 9.77 3.59  0.12
H: -2.67 -0.35 -5.30  0.10
H: -6.55 -3.56 -3.77  0.12
H: 1.94 -6.91 -0.32  0.10
H: -4.75 -1.38 3.87  0.13
H: 5.31 1.39 -1.55  0.11
H: 6.25 -1.66 2.37  0.10
H: -0.12 -2.37 -10.19  0.12
H: -6.21 1.08 3.69  0.08
H: 2.77 -1.56 -11.21  0.06
H: -1.14 -2.91 -8.11  0.15
H: 5.10 -6.43 0.79  0.10
H: 2.62 5.28 -3.85  0.14
H: 4.08 -3.79 6.90  0.10
H: -5.02 -5.07 4.35  0.12
H: 4.08 1.64 -5.04  0.11
H: 3.65 0.67 -1.49  0.10
H: 0.75 11.55 3.55  0.09
H: 1.37 -2.71 5.95  0.12
H: 1.00 1.42 2.21  0.11
H: 2.27 3.77 -1.13  0.11
H: -5.32 11.03 1.99  0.12
H: 0.40 -0.82 1.51  0.14
H: -0.87 -4.08 3.46  0.10
H: -1.44 7.62 -2.20  0.13
H: -4.38 1.27 -1.28  0.09
H: -0.43 -7.47 5.97  0.10
H: -0.71 -8.94 4.82  0.12
H: 0.99 3.29 5.80  0.07
H: 2.49 -0.84 2.81  0.05
H: -0.10 3.64 2.45  0.06
H: 1.00 4.02 -2.28  0.12
H: -1.46 1.04 -5.25  0.13
H: -5.47 9.40 1.36  0.11
H: -5.18 0.86 5.18  0.12
H: -3.45 -3.54 5.86  0.11
H: 0.69 -0.14 -7.17  0.15
H: 3.61 -2.64 -2.80  0.11
H: 1.21 -1.41 -9.39  0.11
H: -3.21 -4.44 -0.11  0.10
H: -2.65 1.62 4.42  0.10
H: 3.95 -4.23 1.65  0.11
H: -5.90 -6.79 -4.74  0.13
H: 1.91 10.27 3.29  0.07
H: 2.69 6.66 4.22  0.12
H: 2.59 6.04 -2.31  0.13
H: -2.18 -3.66 2.40  0.13
H: 2.78 -4.90 6.40  0.11
H: 4.24 1.66 5.34  0.09
H: 4.59 6.15 -0.80  0.12
H: -1.65 -0.44 -9.88  0.14
H: 3.37 -5.09 -0.69  0.11
H: -4.13 -0.80 0.15  0.09
H: 6.02 -3.41 2.28  0.12
H: -2.96 -2.25 -9.69  0.14
H: -0.39 9.21 -0.78  0.14
H: 0.97 0.30 -11.24  0.11
H: 4.40 -4.99 5.71  0.11
H: 3.11 3.05 3.34  0.12
H: 0.91 -6.58 -3.18  0.13
H: 1.44 -4.64 4.54  0.12
H: -5.76 -1.95 1.72  0.11
H: -3.33 -7.87 2.78  0.08
H: 4.95 5.51 -4.58  0.12
H: -6.40 -0.40 2.19  0.11
H: 0.98 10.42 4.74  0.08
H: -6.64 -6.30 -3.16  0.10
H: -3.97 -8.05 4.50  0.11
H: 6.04 6.13 -3.28  0.10
H: -2.12 9.86 -0.75  0.14
H: -6.55 2.11 -0.06  0.10
H: -3.49 -4.48 -8.45  0.09
H: -4.87 -3.50 -8.80  0.11
H: 4.93 4.69 3.49  0.11
H: -2.95 10.85 2.24  0.13
H: 5.59 5.67 7.08  0.11
H: -3.89 -5.35 -5.52  0.13
H: -2.03 -5.05 -2.31  0.15